No. 1
The following is a DFT calculation (wB97M-V/def2-TZVPD) of a molecular structure, C48H60B2Ge2N9O3Pb.

The geometry in XYZ format:
```
125
Properties=species:S:1:pos:R:3:lowdin_spin:R:1
H 2.663 3.032 5.081 0.000
B -3.723 0.238 -4.135 0.000
H 2.329 -3.921 -4.325 0.001
H -0.056 -0.645 -7.775 0.000
C -2.722 0.097 -2.916 0.001
C -0.014 -0.069 -6.857 0.003
C 1.579 2.107 -1.471 0.012
C 3.865 -0.962 -4.632 0.008
H 6.272 -0.193 -1.720 0.000
H -1.764 2.090 4.489 0.000
H 1.405 -1.877 4.345 0.000
H 0.632 -5.280 -1.907 0.003
H 6.193 3.983 -3.465 0.000
H 0.364 -3.887 -0.842 0.002
H -4.260 -1.532 2.395 0.000
C 6.110 -0.659 -3.813 -0.001
H -4.762 -0.311 -3.816 0.000
C -3.081 1.948 0.985 0.000
H -1.015 -4.751 -1.530 0.001
C 3.741 -2.728 1.313 0.001
H 3.847 -0.271 -1.324 0.003
Pb -0.633 -0.053 -0.032 0.026
C -0.912 1.537 4.126 0.000
O -2.460 0.820 1.015 0.005
C 5.238 -0.936 -4.857 0.003
H -0.965 2.905 -5.564 0.000
H -2.004 -2.782 -4.924 0.001
C -0.545 1.212 -6.813 -0.001
H 2.719 4.542 4.147 0.000
H 3.068 -4.172 -0.895 0.000
N 2.172 -1.595 2.237 0.000
H 0.372 3.852 4.839 0.000
C -3.300 4.341 0.531 0.000
C -1.204 3.306 -0.067 0.000
C -4.579 4.374 1.031 0.000
C 3.227 2.370 -3.339 0.000
H 4.709 2.562 -4.873 0.000
H 0.660 5.370 2.947 0.000
H 4.536 -3.305 -1.344 0.000
H -6.136 3.173 1.918 0.000
C -3.250 -2.326 0.010 0.000
C -2.532 3.164 0.490 0.000
H -1.577 -0.587 3.933 0.000
C 4.148 -4.127 -0.742 0.000
C 0.544 -0.628 -5.713 0.012
N 1.150 1.056 3.362 0.000
C -2.031 -3.136 2.091 0.000
C -4.406 2.012 1.500 0.000
C -1.704 -4.023 3.137 0.000
H 2.589 1.734 -3.938 0.000
C -0.837 0.191 3.843 0.000
B 1.005 -1.515 3.252 0.000
H 4.587 -5.060 -1.109 0.000
C -1.752 -3.584 -4.229 0.068
C 1.297 -4.176 -4.574 0.055
H 5.530 -3.718 0.837 0.000
H 0.015 1.917 -3.555 0.000
C 3.202 -0.735 2.081 0.000
C 4.236 -1.419 1.479 0.000
H 2.353 3.714 0.075 0.000
H -3.890 1.427 -4.333 0.000
N 2.500 -2.821 1.762 0.001
H -2.270 -4.873 3.484 0.000
C 4.864 3.976 -1.792 0.000
H -2.382 -2.578 -0.590 0.000
H 3.111 0.284 2.420 0.000
H 2.880 2.978 3.334 0.000
Ge -0.002 -3.267 -3.358 0.242
N -1.998 -0.023 -2.023 0.002
C 5.244 3.629 -3.077 0.000
H -3.225 -1.259 0.240 0.000
H 1.175 -5.261 -4.485 0.010
H 5.627 -1.127 -5.852 0.001
C 4.231 -0.454 -2.323 0.005
C -0.521 1.918 -5.619 0.001
Ge 1.391 -0.853 -2.927 0.301
C 0.044 1.355 -4.482 -0.001
H -5.149 5.294 1.040 0.000
C -0.509 -3.541 3.626 0.000
H -1.703 -4.535 -4.769 0.010
H -4.140 -2.495 -0.601 0.000
C 2.371 3.506 4.142 0.000
H -4.824 1.086 1.875 0.000
C -5.127 3.179 1.520 0.000
C 0.858 3.448 3.944 0.000
N -1.076 -2.226 1.940 0.001
H 7.180 -0.636 -3.986 0.000
O 3.300 3.947 -0.038 0.000
C 3.649 3.530 -1.276 0.000
C 2.835 2.684 -2.042 0.000
H -3.539 -4.179 1.065 0.000
C -4.453 -2.585 2.171 0.000
C 5.601 -0.414 -2.542 0.001
H 0.927 -1.643 -5.764 0.005
H 3.048 -5.358 1.526 0.000
H -2.848 5.251 0.147 0.000
H -5.410 -2.656 1.648 0.000
C -3.314 -3.133 1.300 0.000
H 5.210 -1.041 1.209 0.000
H -0.645 4.225 2.580 0.000
H 0.948 4.010 1.851 0.000
C 0.427 4.317 2.761 0.000
N -0.314 2.402 -0.249 0.002
H 4.431 -5.089 2.582 0.000
C 0.603 0.077 -4.507 0.018
N 0.405 -0.077 3.388 0.000
H -3.207 -0.302 -5.094 0.000
C 4.418 2.841 -3.868 0.000
C 4.458 -3.925 0.742 0.000
H -0.924 4.319 -0.361 0.000
H 3.201 -1.153 -5.468 0.001
H -1.003 1.644 -7.695 0.000
C 4.125 -5.188 1.538 0.000
H 4.625 -6.060 1.105 0.000
H -4.529 -3.129 3.115 0.000
N -0.154 -2.469 2.899 0.000
C -0.001 -4.406 -1.732 0.028
H 0.115 -3.873 4.439 0.000
N 0.866 2.941 -0.776 0.003
O 1.299 0.855 -1.656 0.108
C 0.368 2.030 3.806 0.000
H -2.541 -3.634 -3.476 0.001
H 1.108 -3.889 -5.612 0.000
H 5.479 4.614 -1.170 0.000
C 3.338 -0.711 -3.366 0.053
```

net charge: -2
orbital gap (spin up / spin down): 5.448 / 7.650 eV
<S²>: 0.76
multiplicity: 2
HOMO level (spin up / spin down): -1.20 / -3.40 eV
lowest unoccupied orbital energy (spin up / spin down): 4.249 / 4.247 eV
energy relative to the best compared isomer or geometry (same formula, charge and spin): 0.00 kJ/mol
maximum force: 0.728 eV/A



No. 2
The following is a DFT calculation (wB97M-V/def2-TZVPD) of 2 unconnected molecules or ions with the total composition C3H9NO3.

The geometry in XYZ format:
```
16
Properties=species:S:1:pos:R:3:lowdin_charge:R:1
H 0.568 -2.079 1.058 -0.013
C 1.493 -0.303 -0.459 -0.499
O 2.011 -0.993 0.770 0.004
H 0.259 -2.746 2.460 0.071
H -2.454 2.054 -0.928 0.062
H -1.203 0.321 -1.842 0.138
C -1.652 1.654 -0.340 -0.117
H 2.839 -1.398 0.636 0.073
H -1.355 2.304 0.436 0.052
H -2.192 0.759 0.242 0.127
H 0.126 1.745 -1.658 0.154
O -0.158 -2.261 1.682 -0.108
C -0.573 0.962 -1.136 -0.250
N 0.217 0.169 -0.207 0.051
H 0.022 0.209 0.774 0.121
O 2.052 -0.395 -1.487 0.135
```

orbital gap: 10.888 eV
HOMO level: -10.24 eV
lowest unoccupied orbital energy: 0.652 eV
energy relative to the best compared isomer or geometry (same formula, charge and spin): 110.26 kJ/mol
maximum force: 4.039 eV/A
structure (SMILES): CCNC(=O)O.O



No. 3
The following is a DFT calculation (wB97M-V/def2-TZVPD) of 2 unconnected molecules or ions with the total composition C9H12N3O.

The geometry in XYZ format:
```
25
Properties=species:S:1:pos:R:3:lowdin_charge:R:1
H -0.728 -1.308 -2.686 0.151
N 0.364 -1.794 -1.059 0.131
C -2.132 1.870 1.074 -0.073
C 2.343 0.889 -0.114 -0.078
H -2.416 1.255 2.994 0.107
H -1.651 2.424 -0.984 0.118
H -1.091 0.625 -2.513 0.171
H -0.690 -0.694 2.828 0.138
O 2.055 -0.193 0.312 -0.010
N 0.512 -2.315 1.212 0.220
C 0.086 -0.842 -2.087 -0.233
C 0.157 -1.481 0.262 -0.294
C -0.628 -0.323 0.584 -0.118
H 1.036 -3.153 1.081 0.133
H 0.451 -1.997 2.221 0.151
C -0.984 -0.063 1.930 0.015
C -1.836 1.021 2.128 -0.072
C -0.908 0.527 -0.510 -0.207
H -2.879 2.766 1.170 0.161
H 1.029 -0.575 -2.695 0.165
N -0.459 0.352 -1.765 0.042
H 0.974 -2.517 -1.415 0.170
C -1.582 1.732 -0.166 -0.011
H 3.113 1.118 -0.896 0.102
H 1.672 1.846 -0.091 0.122
```

net charge: +1
orbital gap: 8.104 eV
HOMO level: -11.77 eV
lowest unoccupied orbital energy: -3.670 eV
energy relative to the best compared isomer or geometry (same formula, charge and spin): 214.79 kJ/mol
maximum force: 5.024 eV/A